(1)
Molecular formula: C12H30FO8P2Zn
Method: DFT, ωB97M-V/def2-TZVPD

Computed properties:
**Expectation value of S²**: 0.7556
**Calculated total energy**: -3638.4624 Ha
**Orbital gap (alpha / beta)**: 8.120 / 3.003 eV
**Multiplicity**: 2
**Charge**: +2

Geometry as XYZ:
```
54
Properties=species:S:1:pos:R:3:forces:R:3
Zn 31.276830 -17.707790 36.282570 3.3 1.2 -1.5
F 33.193190 -17.207330 36.608030 -2.8 -0.9 -0.1
C 33.771630 -22.513210 32.439440 -0.4 -2.3 1.5
C 33.187160 -21.183700 32.466060 0.0 1.9 -2.3
O 31.975820 -20.956850 33.207990 -0.8 0.1 3.7
P 31.775080 -20.892230 34.863790 2.1 -0.1 -2.5
O 31.555700 -19.497280 35.362670 -0.4 -2.9 -0.1
O 30.525550 -21.976840 34.908550 0.7 -1.3 0.7
C 30.836300 -23.365770 35.237860 -0.6 -0.1 -1.1
C 30.502540 -23.678050 36.675830 0.0 0.7 1.4
O 32.906800 -21.780470 35.522010 -2.8 0.1 -0.7
C 33.747090 -21.449260 36.641270 0.5 1.7 0.1
C 34.786610 -20.650090 35.962710 1.7 -0.8 0.1
H 33.765260 -22.979310 33.424730 0.7 0.1 0.3
H 33.061080 -23.173220 31.941830 0.2 0.0 -0.6
H 34.762660 -22.577940 31.990260 -0.2 0.2 0.0
H 33.831200 -20.311510 32.578220 0.4 -0.1 0.9
H 32.912660 -21.033160 31.421990 -0.7 0.4 0.0
H 30.152600 -24.043710 34.726940 -1.1 0.5 -0.7
H 31.784370 -23.792760 34.910870 0.4 1.1 0.2
H 31.247420 -23.098460 37.221100 0.5 -0.3 0.4
H 29.574060 -23.309630 37.112050 -0.3 0.0 -0.6
H 30.542590 -24.755310 36.837120 0.2 0.1 -0.1
H 33.263060 -20.733900 37.306160 -0.5 -0.6 0.4
H 34.147790 -22.323840 37.153750 -0.6 -0.2 -0.4
H 35.649040 -20.783990 36.615690 0.4 1.3 0.0
H 35.085220 -21.200090 35.070280 0.0 0.2 -0.2
H 34.400770 -19.658770 35.724940 0.6 0.2 0.2
C 29.079240 -17.756150 29.874000 -2.4 -1.0 1.5
C 29.973660 -16.862220 30.636140 -0.3 1.5 -2.7
O 30.070770 -17.336690 31.958100 0.7 -0.9 1.8
P 31.035000 -16.598090 32.929400 2.0 2.1 0.2
O 31.079550 -17.117810 34.362860 -1.0 0.7 -1.3
O 32.474320 -16.774580 32.238120 -1.7 0.1 -0.1
C 33.705010 -16.906080 32.910510 1.4 -0.9 2.2
C 34.882090 -16.462500 32.074550 -0.4 -1.0 -0.6
O 30.674440 -15.017770 32.737410 -0.4 -3.2 0.5
C 31.633820 -14.032990 32.370240 0.4 1.2 -0.3
C 32.078780 -13.292020 33.617400 1.2 -1.1 0.0
H 29.380060 -18.801740 29.939920 0.4 0.1 -0.6
H 28.203200 -17.747700 30.522530 -0.7 -0.3 -0.3
H 28.710670 -17.449240 28.895190 0.7 0.1 0.0
H 30.841910 -16.833590 29.977800 1.2 0.2 1.2
H 29.553080 -15.860060 30.719170 0.1 0.0 -0.3
H 33.705110 -16.422460 33.887340 -0.3 0.7 -0.1
H 33.806580 -17.938550 33.244850 0.0 -0.5 -0.3
H 35.852310 -16.445830 32.571040 -0.4 1.2 0.8
H 35.196180 -17.248990 31.388340 -0.9 0.1 -0.9
H 34.490350 -15.577430 31.573260 1.1 0.2 -0.2
H 32.392410 -14.467580 31.719260 0.4 -0.2 0.6
H 31.197430 -13.295130 31.697020 -0.9 -0.3 0.1
H 32.981910 -13.735240 34.036940 0.6 0.1 -0.4
H 32.282850 -12.259060 33.335550 -0.3 0.0 0.7
H 31.433060 -13.536360 34.460870 -0.8 1.0 -0.4
```
Positions in Å, forces in eV/Å.


(2)
Molecular formula: C12H30IMnO3P2Si
Method: DFT, ωB97M-V/def2-TZVPD

Computed properties:
**Expectation value of S²**: 6.1293
**Calculated total energy**: -3121.3147 Ha
**Orbital gap (alpha / beta)**: 5.889 / 5.842 eV
**Multiplicity**: 5
**Charge**: +2

Geometry as XYZ:
```
50
Properties=species:S:1:pos:R:3:forces:R:3
C -0.001805 0.090041 -5.386139 0.0 -1.0 -0.3
C 0.010408 1.141502 -4.440079 0.1 5.2 2.5
H 0.005163 0.552428 -6.412976 0.0 -0.4 0.8
H -0.885624 -0.561522 -5.201946 0.2 0.5 -0.2
H 0.875632 -0.571913 -5.211083 -0.2 0.5 -0.1
O 0.021317 2.113041 -3.801316 -0.1 -5.0 -2.9
I -0.028361 -2.562570 -1.680731 0.0 0.2 -0.7
Mn -0.001550 -0.158998 -0.857269 0.0 -3.1 2.5
P 2.441199 -0.003472 -0.632270 0.8 -0.9 0.4
C 3.247373 1.212433 0.442761 -0.5 0.6 -0.2
C 2.746555 -1.600030 0.211024 -0.2 -0.2 -0.3
H 3.817186 -1.724641 0.400906 -0.1 0.1 0.0
H 4.554086 -0.244066 -1.774912 -0.4 0.1 -0.2
H 2.380158 -2.405198 -0.444161 0.4 0.3 0.4
H 3.194919 -0.893396 -2.754533 0.2 0.2 0.1
H 2.883854 1.130149 1.468753 0.0 0.0 -0.3
H 2.182025 -1.639314 1.151053 0.2 0.1 -0.2
C 3.517772 -0.064883 -2.108284 -0.2 0.0 -0.1
H 4.335812 1.086003 0.429824 -0.2 -0.1 -0.1
H 3.469826 0.886298 -2.655837 0.1 -0.2 0.1
H 3.004189 2.210805 0.064440 0.2 0.0 0.2
P -2.441888 0.042835 -0.628821 -0.8 -0.9 0.4
C -3.226382 1.276241 0.441509 0.5 0.6 -0.2
C -3.520074 -0.003132 -2.105201 0.3 0.0 -0.1
H -2.417556 -2.358922 -0.432870 -0.4 0.3 0.4
H -3.849246 -1.654823 0.401052 0.1 0.1 0.0
H -2.217807 -1.592047 1.161504 -0.2 0.1 -0.2
C -2.775772 -1.546226 0.217862 0.2 -0.2 -0.3
H -3.212424 -0.838780 -2.749821 -0.1 0.2 0.1
H -4.559519 -0.162766 -1.771371 0.4 0.1 -0.2
H -4.317229 1.174705 0.420970 0.2 -0.2 -0.1
H -2.958304 2.268638 0.064695 -0.2 0.0 0.2
H -3.455536 0.945696 -2.655341 -0.1 -0.2 0.1
H -2.871968 1.186559 1.469913 0.0 0.0 -0.3
C 0.015822 1.659517 -0.850417 0.1 8.7 2.7
O 0.027687 2.766438 -0.450510 -0.1 -5.0 -2.3
C -1.527338 0.785774 3.460499 0.0 0.1 0.0
Si 0.001160 -0.079074 2.768888 0.0 -0.1 2.0
C 1.528312 0.789946 3.458910 0.0 0.0 0.0
C 0.001295 -1.870036 3.407290 0.0 0.0 -0.5
O 0.000359 0.073279 1.169448 0.0 -0.4 -3.5
H -1.440706 0.896334 4.551247 -0.1 0.0 -0.3
H -2.465196 0.252468 3.259840 0.2 -0.1 0.1
H -1.642547 1.792337 3.036866 0.2 -0.1 0.2
H 1.434713 0.920521 4.546809 0.1 0.0 -0.3
H 2.464580 0.247654 3.274817 -0.2 -0.1 0.1
H 1.652222 1.788158 3.018275 -0.2 -0.1 0.2
H -0.875048 -2.461467 3.099418 0.1 0.3 0.1
H 0.879735 -2.460416 3.103684 -0.1 0.3 0.1
H -0.001481 -1.832107 4.503631 0.0 0.0 -0.1
```
Positions in Å, forces in eV/Å.


(3)
Molecular formula: C12H30IN2O4
Method: DFT, ωB97M-V/def2-TZVPD

Computed properties:
**Calculated total energy**: -1183.2849 Ha
**Orbital gap**: 6.854 eV
**Multiplicity**: 1
**Charge**: -1

Geometry as XYZ:
```
49
Properties=species:S:1:pos:R:3:forces:R:3
I 1.986579 3.144940 3.035647 0.0 0.0 0.0
C -1.153053 -0.374517 -3.420160 -0.1 -0.9 0.1
O -0.682981 0.122701 -2.192463 0.5 1.5 -1.3
C -0.264373 1.502596 -2.386326 -0.1 0.2 1.2
C 0.609440 1.997699 -1.206869 -0.1 -0.4 -0.4
N 0.097170 1.596944 0.085137 -1.4 1.6 0.0
C -1.154119 2.360203 0.432730 -0.3 -1.7 0.3
C -2.041539 1.378712 1.255428 -0.2 -1.1 0.0
O -2.451086 0.205541 0.520099 0.3 1.0 0.1
C -3.495293 0.462491 -0.357129 0.6 -0.2 -0.6
H -0.447947 -0.245184 -4.241263 0.2 0.3 -0.1
H -2.124049 -0.007510 -3.752677 -0.2 0.7 0.1
H -1.312037 -1.449447 -3.334426 0.2 -0.1 0.3
H -1.144117 2.135576 -2.502461 -0.5 0.0 0.3
H 0.251823 1.718093 -3.321843 0.5 -0.7 -0.3
H 0.761014 3.077001 -1.191550 -0.4 0.6 -0.8
H 1.633228 1.646192 -1.334917 -0.1 -0.6 0.1
H 0.761301 1.988612 0.737533 0.4 -0.4 0.5
H -1.693290 2.682389 -0.458109 -0.1 -0.3 -0.2
H -0.999376 3.289971 0.980173 0.4 0.0 0.4
H -2.974057 1.751743 1.678921 -0.1 1.0 0.0
H -1.540034 0.888952 2.090126 0.7 0.7 0.0
H -3.243571 -0.146823 -1.225159 -0.6 -0.1 -0.3
H -3.521327 1.503619 -0.678806 -0.1 0.2 -0.1
H -4.464177 0.209140 0.073190 -0.3 -0.1 0.0
C 2.229235 -1.447824 -2.664483 0.4 0.7 -1.0
O 1.841667 -0.950914 -1.425911 1.7 -0.9 1.8
C 2.902404 -1.281209 -0.442670 -0.5 1.8 1.2
C 2.894321 -0.274013 0.806720 -1.1 -1.1 -2.0
N 1.595710 -0.237344 1.461836 0.9 -1.5 -0.2
C 1.485342 -1.470249 2.281222 0.2 1.2 0.9
C 0.116420 -1.637735 2.936252 -1.6 1.0 -1.3
O -0.976769 -1.386696 1.891614 0.5 -2.3 2.3
C -2.237689 -1.978164 2.356760 1.1 1.3 -0.1
H 2.407867 -2.520217 -2.742884 -0.2 -0.3 0.4
H 3.147274 -0.956092 -2.986203 0.6 0.0 0.0
H 1.541632 -1.152914 -3.457155 -0.6 -0.1 0.4
H 3.903883 -1.047942 -0.804209 0.1 -0.4 -0.9
H 2.871013 -2.320522 -0.115666 -0.3 -0.2 -0.3
H 3.221963 0.647548 0.325595 -0.6 0.5 0.4
H 3.690720 -0.514207 1.511100 0.5 -0.5 0.0
H 1.665198 0.537105 2.106434 -0.5 0.4 0.3
H 2.240715 -1.336575 3.055583 0.0 -0.1 1.0
H 1.906706 -2.376716 1.846634 -0.8 0.0 -0.9
H -0.105949 -0.956380 3.757468 0.4 1.0 -0.3
H 0.027886 -2.547856 3.529506 -0.1 -0.9 -0.9
H -2.693638 -1.329492 3.104715 0.2 0.1 0.6
H -2.059655 -2.960607 2.794027 -0.2 -0.2 -0.2
H -3.010386 -1.940618 1.588889 0.6 -0.4 -0.5
```
Positions in Å, forces in eV/Å.